12
Properties=species:S:1:pos:R:3:lowdin_charge:R:1 method="wB97M-V/def2-TZVPD" total_charge=0 homo_ev=-10.412 multiplicity=1 molar_mass_g_mol=128.986 relative_energy_kj_mol=384.0
C 0.327 -0.126 -1.131 -0.403
C -0.075 0.571 0.109 -0.277
C -0.798 -0.268 1.288 -1.126
H 2.477 -0.280 -1.858 0.289
H 0.482 -1.259 -0.894 0.142
H -0.521 -0.206 -1.812 0.111
H 0.744 0.793 0.935 0.122
H -0.703 1.292 -0.136 0.045
H -0.240 -1.022 1.997 0.089
O 1.342 0.349 -1.931 -0.163
Cl -2.156 -0.836 0.669 0.756
Cl -0.880 0.993 2.765 0.416

---

99
Properties=species:S:1:pos:R:3:lowdin_charge:R:1 method="wB97M-V/def2-TZVPD" total_charge=0 homo_ev=-8.655 multiplicity=1 molar_mass_g_mol=768.591
C 2.956 -2.873 1.979 -0.083
C 3.564 -3.362 0.656 -0.118
C 3.945 -2.326 -0.375 -0.482
O 4.321 -2.624 -1.478 0.118
O 3.879 -1.036 0.041 -0.049
C 3.293 -0.089 -0.895 -0.103
C 2.000 0.514 -0.331 -0.133
N 2.025 1.912 0.075 -0.159
C 2.416 2.143 1.454 -0.159
C 3.695 1.495 1.964 -0.154
O 4.785 1.779 1.069 -0.046
C 5.877 1.000 1.280 -0.334
O 6.405 0.853 2.344 0.104
C 2.552 2.853 -0.899 -0.153
C 1.690 3.031 -2.155 -0.186
O 0.960 4.241 -2.143 -0.098
C -0.427 4.233 -1.839 -0.334
C -0.833 3.235 -0.756 -0.158
C -2.283 3.403 -0.287 -0.196
C -2.550 2.609 1.005 -0.198
C -2.037 1.161 1.038 -0.204
C -2.695 0.377 2.189 -0.213
C -4.063 -0.256 1.909 -0.203
C -4.235 -1.061 0.617 -0.217
C -3.134 -2.080 0.325 -0.223
C -3.479 -2.950 -0.884 -0.209
C -2.343 -3.891 -1.315 -0.168
C -1.412 -3.292 -2.360 -0.251
O -0.843 -4.331 -3.136 -0.188
C -0.110 -3.836 -4.230 -0.121
C -1.250 4.229 -3.131 -0.108
C -0.935 3.059 -4.078 -0.216
C -2.080 2.764 -5.032 -0.817
F -2.486 3.936 -5.629 0.001
Br -1.456 1.597 -6.461 0.833
C -3.373 2.161 -4.404 -0.913
F -4.137 1.561 -5.335 0.006
F -4.115 3.154 -3.879 0.059
Br -3.003 0.848 -3.037 0.890
H 2.804 -1.796 1.998 0.047
H 3.580 -3.148 2.830 0.073
H 1.978 -3.330 2.148 0.063
H 2.906 -4.081 0.168 0.124
H 4.482 -3.914 0.879 0.123
H 3.094 -0.616 -1.827 0.125
H 4.056 0.664 -1.063 0.108
H 1.222 0.392 -1.094 0.111
H 1.656 -0.076 0.523 0.128
H 1.611 1.798 2.116 0.121
H 2.491 3.221 1.614 0.125
H 3.926 1.909 2.951 0.130
H 3.574 0.417 2.098 0.108
H 6.233 0.517 0.361 0.147
H 3.588 2.651 -1.199 0.108
H 2.565 3.839 -0.428 0.131
H 2.381 3.119 -3.000 0.128
H 1.075 2.150 -2.357 0.099
H -0.621 5.220 -1.400 0.150
H -0.682 2.200 -1.079 0.092
H -0.191 3.429 0.108 0.125
H -3.004 3.116 -1.054 0.077
H -2.415 4.464 -0.046 0.118
H -2.145 3.165 1.855 0.114
H -3.636 2.566 1.152 0.110
H -2.162 0.682 0.064 0.078
H -0.964 1.189 1.254 0.099
H -1.993 -0.343 2.615 0.045
H -2.866 1.123 2.977 0.107
H -4.316 -0.918 2.744 0.109
H -4.809 0.546 1.918 0.102
H -4.344 -0.363 -0.223 0.091
H -5.180 -1.611 0.673 0.113
H -3.015 -2.730 1.199 0.109
H -2.167 -1.585 0.178 0.104
H -4.359 -3.556 -0.648 0.112
H -3.769 -2.329 -1.737 0.097
H -1.770 -4.209 -0.440 0.115
H -2.759 -4.802 -1.756 0.115
H -1.973 -2.612 -3.014 0.110
H -0.608 -2.706 -1.892 0.120
H 0.604 -4.592 -4.556 0.086
H 0.451 -2.929 -3.969 0.082
H -0.765 -3.585 -5.075 0.088
H -2.308 4.334 -2.898 0.109
H -0.963 5.144 -3.654 0.128
H -0.662 2.144 -3.559 0.068
H -0.105 3.360 -4.719 0.116
C 1.365 -3.897 5.580 -0.107
C 1.449 -2.382 5.721 -0.256
C 0.096 -1.688 5.521 -0.177
C -0.446 -1.943 4.186 -0.207
N -0.865 -2.143 3.133 0.178
H 1.044 -4.185 4.578 0.065
H 2.338 -4.352 5.759 0.074
H 0.658 -4.320 6.297 0.077
H 2.165 -1.986 5.000 0.100
H 1.822 -2.125 6.714 0.109
H 0.196 -0.609 5.646 0.119
H -0.629 -2.041 6.257 0.122

---

98
Properties=species:S:1:pos:R:3:lowdin_charge:R:1 method="wB97M-V/def2-TZVPD" total_charge=+1 homo_ev="-10.155 / -10.212" multiplicity=2 molar_mass_g_mol=793.482 relative_energy_kj_mol=0.0
V 0.282 -0.858 0.720 0.747
C 2.800 0.508 2.566 -0.049
O 1.475 0.709 2.057 -0.272
C 0.700 1.507 2.938 -0.164
C -0.657 1.591 2.296 -0.169
O -1.126 0.256 2.049 -0.283
C -1.967 -0.239 3.111 -0.129
C -2.444 -1.631 2.780 -0.194
O -1.434 -2.608 2.861 -0.220
C -1.159 -3.048 4.179 -0.070
H 3.295 1.474 2.671 0.098
H 2.742 0.008 3.535 0.106
H 3.336 -0.084 1.836 0.079
H 0.651 1.030 3.925 0.140
H 1.143 2.501 3.054 0.147
H -1.379 2.136 2.906 0.147
H -0.570 2.079 1.321 0.085
H -1.404 -0.219 4.048 0.131
H -2.824 0.437 3.201 0.141
H -3.288 -1.876 3.435 0.142
H -2.803 -1.634 1.747 0.114
H -2.052 -3.484 4.637 0.099
H -0.382 -3.804 4.103 0.086
H -0.791 -2.239 4.817 0.090
C 4.000 2.577 -0.040 -0.101
N 3.961 1.184 -0.438 -0.257
C 5.182 0.823 -1.146 -0.077
C 2.756 0.886 -1.205 -0.209
C 2.479 -0.609 -1.326 -0.194
N 2.087 -1.192 -0.048 -0.078
C 2.715 -2.288 0.470 -0.184
C 2.321 -2.695 1.756 -0.148
F 1.294 -1.956 2.324 0.015
C 2.821 -3.767 2.446 -0.216
F 2.331 -4.040 3.670 0.096
C 3.807 -4.551 1.882 0.075
C 4.225 -4.196 0.612 -0.205
F 5.170 -4.927 0.006 0.109
C 3.704 -3.119 -0.087 -0.124
F 4.171 -2.914 -1.341 0.075
H 3.987 3.270 -0.896 0.086
H 4.906 2.776 0.533 0.089
H 3.139 2.803 0.594 0.068
H 5.278 1.343 -2.114 0.095
H 5.224 -0.248 -1.332 0.074
H 6.046 1.081 -0.535 0.089
H 2.813 1.311 -2.224 0.120
H 1.905 1.367 -0.704 0.080
H 3.362 -1.089 -1.731 0.097
H 1.691 -0.760 -2.078 0.104
H 4.230 -5.399 2.397 0.141
C -4.378 1.586 -3.055 -0.177
Si -4.456 1.578 -1.187 0.394
C -5.007 -0.093 -0.544 -0.175
C -5.574 2.937 -0.557 -0.173
C -2.724 1.894 -0.481 -0.528
Te -1.345 0.461 -1.251 1.407
C -0.497 1.662 -2.802 -0.532
Si -0.032 3.502 -2.559 0.442
C 1.551 3.879 -3.487 -0.169
C 0.215 3.968 -0.753 -0.175
C -1.432 4.499 -3.294 -0.174
H -5.372 1.425 -3.477 0.041
H -3.731 0.794 -3.440 0.020
H -4.014 2.543 -3.438 0.026
H -6.002 -0.339 -0.918 0.041
H -5.062 -0.096 0.547 0.032
H -4.332 -0.894 -0.855 0.002
H -6.599 2.793 -0.901 0.038
H -5.244 3.916 -0.909 0.034
H -5.595 2.964 0.534 0.034
H -2.749 1.772 0.604 0.003
H -2.337 2.889 -0.692 -0.010
H -1.253 1.617 -3.590 -0.001
H 0.361 1.090 -3.165 -0.004
H 2.436 3.684 -2.881 0.011
H 1.565 4.938 -3.751 0.040
H 1.641 3.312 -4.415 0.040
H 0.752 3.192 -0.203 -0.001
H -0.713 4.190 -0.226 0.025
H 0.824 4.873 -0.712 0.045
H -1.560 4.271 -4.353 0.043
H -1.241 5.570 -3.207 0.041
H -2.381 4.291 -2.791 0.016
C -0.170 -4.564 0.355 -0.011
C -0.866 -3.435 -0.405 -0.650
C -0.399 -3.404 -1.864 -0.030
C -2.386 -3.601 -0.323 -0.028
N -0.494 -2.170 0.187 -0.091
H -0.451 -5.518 -0.088 0.098
H -0.476 -4.556 1.404 0.084
H 0.914 -4.467 0.289 0.076
H -0.669 -4.331 -2.370 0.095
H 0.685 -3.284 -1.912 0.081
H -0.870 -2.575 -2.397 0.061
H -2.688 -4.548 -0.767 0.096
H -2.889 -2.791 -0.857 0.067
H -2.701 -3.603 0.720 0.073

---

17
Properties=species:S:1:pos:R:3:lowdin_charge:R:1 method="wB97M-V/def2-TZVPD" total_charge=+1 homo_ev=-12.940 multiplicity=1 molar_mass_g_mol=95.122 relative_energy_kj_mol=203.3
C -0.172 -0.172 -0.104 -0.204
C -0.547 -1.071 0.800 -0.083
N -1.849 -1.808 0.683 0.201
N 0.887 0.662 0.192 0.090
H -0.681 -0.088 -1.061 0.119
H 0.064 -1.334 1.649 0.127
H -2.467 -1.228 1.262 0.175
H -1.858 -2.753 1.070 0.173
H -2.098 -1.844 -0.293 0.156
H 0.690 1.401 0.831 0.052
H 1.382 1.011 -0.619 0.105
H 0.461 4.369 0.902 0.049
H 0.838 3.519 2.113 0.046
O 0.690 3.480 1.170 -0.041
H 1.481 -1.645 -3.236 0.072
H 0.093 -1.831 -2.710 0.018
O 0.935 -1.495 -2.436 -0.053

---

14
Properties=species:S:1:pos:R:3:lowdin_charge:R:1 method="wB97M-V/def2-TZVPD" total_charge=+1 homo_ev="-14.475 / -14.891" multiplicity=2 molar_mass_g_mol=84.118 relative_energy_kj_mol=139.1
C 1.340 -1.565 1.009 -0.035
C -1.639 1.427 0.114 0.252
C -0.637 1.052 -0.789 -0.324
O -0.361 1.875 -1.777 0.154
C 0.136 -0.150 -0.728 0.003
C 0.169 -0.920 0.419 0.000
H 1.213 -2.662 0.973 0.120
H 2.292 -1.296 0.567 0.099
H 1.412 -1.379 2.086 0.110
H -2.088 0.613 0.662 0.091
H -1.968 2.445 0.263 0.112
H 0.540 1.739 -2.116 0.155
H 0.263 -0.548 -1.730 0.150
H -0.673 -0.631 1.047 0.114

---

72
Properties=species:S:1:pos:R:3:lowdin_charge:R:1 method="wB97M-V/def2-TZVPD" total_charge=-1 homo_ev="-1.062 / -0.936" multiplicity=1 molar_mass_g_mol=624.012 relative_energy_kj_mol=0.0
Y -1.426 0.069 0.935 1.106
Cl -3.687 0.275 1.872 -0.121
N -0.300 2.108 0.414 0.024
N -0.394 -2.103 0.490 0.050
C -0.838 2.872 -0.533 -0.388
C -0.787 -2.774 -0.578 -0.366
C 1.039 2.700 0.720 -0.547
C 0.899 4.110 0.156 -0.065
C 2.107 1.939 -0.050 -0.020
C 1.322 2.739 2.208 -0.027
H 1.862 1.904 -1.122 0.096
H 2.205 0.909 0.317 0.063
H 3.071 2.452 0.075 0.089
H 0.461 3.150 2.747 0.085
H 2.183 3.401 2.382 0.096
H 1.563 1.753 2.614 0.058
C 0.803 -2.823 1.042 -0.543
C 1.038 -3.938 0.029 -0.069
C 0.477 -3.438 2.389 -0.023
C 2.003 -1.899 1.094 -0.034
H 2.119 -1.397 0.123 0.086
H 2.903 -2.499 1.288 0.095
H 1.907 -1.159 1.896 0.055
H -0.441 -4.033 2.303 0.099
H 0.339 -2.679 3.160 0.045
H 1.301 -4.097 2.696 0.096
O -0.045 -3.805 -0.937 0.014
H 0.961 -4.949 0.448 0.128
H 1.980 -3.845 -0.526 0.130
O -0.220 4.007 -0.786 0.008
H 1.765 4.476 -0.408 0.130
H 0.605 4.846 0.918 0.131
C -1.998 2.483 -1.386 -0.079
C -1.927 -2.418 -1.471 -0.076
C -1.496 -1.148 -2.138 -0.254
H -2.816 -2.266 -0.836 0.119
H -2.123 -3.238 -2.168 0.120
C -1.628 0.033 -1.451 -0.194
C -1.540 1.242 -2.099 -0.252
H -1.764 0.250 3.543 0.015
C -0.872 1.295 -3.347 -0.234
C -0.490 0.095 -3.943 -0.035
C -0.549 2.614 -3.976 -0.058
C -0.818 -1.136 -3.379 -0.234
H 0.050 0.121 -4.891 0.100
C -0.443 -2.424 -4.040 -0.059
H 0.264 -2.244 -4.856 0.071
H -1.324 -2.925 -4.465 0.083
H 0.019 -3.127 -3.333 0.067
H -1.458 3.161 -4.259 0.081
H 0.047 2.463 -4.883 0.069
H 0.024 3.266 -3.301 0.072
H -2.256 3.307 -2.059 0.119
H -2.854 2.284 -0.716 0.108
C -0.256 3.768 9.056 -0.102
C -0.163 2.817 7.899 -0.351
C 0.507 1.599 8.052 -0.092
C 0.599 0.703 6.994 -0.123
C 0.005 1.015 5.758 -0.370
C -0.651 2.239 5.584 -0.130
C -0.735 3.123 6.660 -0.088
S 0.181 -0.203 4.502 0.662
O 1.474 -0.129 3.863 -0.320
O -0.394 -1.462 4.899 -0.302
O -0.828 0.420 3.281 -0.366
H -0.861 3.346 9.868 0.062
H 0.736 3.978 9.471 0.061
H -0.711 4.712 8.746 0.060
H 0.962 1.349 9.013 0.096
H 1.119 -0.246 7.122 0.096
H -1.102 2.513 4.631 0.084
H -1.257 4.075 6.541 0.095

---

13
Properties=species:S:1:pos:R:3:lowdin_charge:R:1 method="wB97M-V/def2-TZVPD" total_charge=+1 homo_ev="-12.869 / -12.521" multiplicity=1 molar_mass_g_mol=74.107 relative_energy_kj_mol=577.4
C 1.985 -0.471 -0.477 -0.019
C -2.312 -0.376 0.033 -0.017
N 2.762 0.274 0.150 0.028
N -0.144 0.724 0.286 0.174
N -1.142 0.396 -0.413 -0.071
H 2.413 -1.426 -1.030 0.091
H -2.594 -1.275 -0.507 0.091
H -2.255 -0.561 1.167 0.124
H -3.309 0.144 -0.043 0.116
H 3.804 0.129 0.227 0.158
H -0.215 0.339 1.187 0.071
H 2.302 1.072 0.589 0.097
H -1.294 1.032 -1.168 0.158